(1)
ORCA calculation (ωB97M-V/def2-TZVPD) on one molecule with the formula C2H3IN2 at a distorted geometry.

Structure (XYZ):
```
8
Properties=species:S:1:pos:R:3:forces:R:3
C 0.064724 1.002077 0.151033 1.7 -1.2 0.4
N 0.063810 -0.249066 0.379217 3.2 1.9 1.8
N -0.738340 -1.150447 0.191386 -1.2 -4.2 -0.9
C -1.211673 -2.248455 0.514584 -1.6 1.0 0.9
I -2.537320 -2.448101 2.374258 0.7 0.2 -0.4
H 0.981070 1.615647 0.273475 -0.9 -0.7 0.2
H -0.770503 1.270718 -0.351040 -2.5 2.2 -1.5
H -1.463856 -3.196974 0.020486 0.6 0.9 -0.5
```
Forces are in eV/Å.

As for the energy relative to the best compared isomer or geometry (same formula, charge and spin): 193.7 kJ/mol. The HOMO-LUMO gap is 8.769 eV. The calculation puts the LUMO energy at -0.04 eV. For the largest force on an atom, the calculation gives 4.4 eV/Å. Its SMILES is C=N/N=C\I. As for the total charge: 0.

---

(2)
ORCA calculation (ωB97M-V/def2-TZVPD) on a 2-piece molecular cluster, C2H3IN2O2 overall at a distorted geometry.

Structure (XYZ):
```
10
Properties=species:S:1:pos:R:3:forces:R:3
C 0.134633 -0.771267 0.585994 -0.1 -1.5 -0.1
N -0.389513 -1.394429 -0.407427 -0.7 -0.5 -0.7
O 0.146684 -1.895459 -1.385149 -0.4 0.3 0.4
I -2.666181 -1.520033 -0.273774 0.9 0.2 -0.1
H 1.139708 -0.984534 0.789307 1.7 0.2 -0.4
H -0.419856 -0.575902 1.436624 -1.5 0.5 1.1
C 0.047540 1.531666 0.207423 1.8 0.4 -1.9
N 0.880335 1.882447 -0.537648 -2.7 -1.1 2.0
O 1.662319 1.905126 -1.380677 2.9 0.7 -2.7
H -0.535671 1.822385 0.965329 -1.9 0.9 2.4
```
Forces are in eV/Å.

As for the energy relative to the best compared isomer or geometry (same formula, charge and spin): 689.5 kJ/mol. The HOMO-LUMO gap is 7.387 eV. The calculation puts the LUMO energy at -1.57 eV. For the largest force on an atom, the calculation gives 3.9 eV/Å. Its SMILES is C=[N+]([O-])I.C#[N+][O-]. As for the total charge: 0.

---

(3)
ORCA calculation (ωB97M-V/def2-TZVPD) on a 2-piece molecular cluster, C2H3IO2S overall at a distorted geometry.

Structure (XYZ):
```
9
Properties=species:S:1:pos:R:3:forces:R:3
C -1.733185 -0.826051 -1.133722 2.5 -0.9 -0.5
C -0.623717 -1.323448 -1.206926 -2.5 1.3 0.0
O 1.723879 1.822513 1.535068 -2.7 -5.9 -1.7
O 2.077591 2.143227 -0.894790 0.3 0.0 -1.6
S 1.512377 1.129111 -0.013389 -2.4 5.6 3.1
I 3.243829 -0.614169 0.097711 3.2 -3.3 0.0
H -2.642276 -0.305985 -1.264148 -0.5 0.0 0.3
H 2.069325 2.597375 1.843478 1.6 3.7 0.1
H 0.358576 -1.649765 -1.395005 0.5 -0.4 0.2
```
Forces are in eV/Å.

As for the energy relative to the best compared isomer or geometry (same formula, charge and spin): 285.0 kJ/mol. As for the spin multiplicity: 3. The HOMO-LUMO gap (alpha / beta) is 7.293 / 6.194 eV. The calculation puts the LUMO energy (alpha / beta) at 0.18 / -3.74 eV. For the largest force on an atom, the calculation gives 6.8 eV/Å. As for the total charge: 0.

---

(4)
ORCA calculation (ωB97M-V/def2-TZVPD) on C2H3IO3 as an isolated structure at a distorted geometry.

Structure (XYZ):
```
9
Properties=species:S:1:pos:R:3:forces:R:3
C 0.025653 -0.139818 -0.295975 -0.3 -2.3 -0.3
C -1.438664 0.115874 -0.063664 -0.3 3.2 -1.6
O 0.846471 0.935492 -0.419933 -0.2 -0.6 0.4
O 0.431410 -1.285563 -0.342697 0.2 1.0 -0.1
O 2.654564 -0.618775 1.334260 0.0 -1.3 2.5
I 2.747252 0.284665 -0.140840 0.2 1.5 -2.5
H -1.406178 1.288297 0.085013 -1.1 -2.3 -0.3
H -2.092154 -0.204517 -1.006104 1.5 0.8 2.2
H -1.768354 -0.375657 0.849939 0.0 -0.1 -0.2
```
Forces are in eV/Å.

As for the energy relative to the best compared isomer or geometry (same formula, charge and spin): 66.0 kJ/mol. The HOMO-LUMO gap is 8.208 eV. The calculation puts the LUMO energy at -0.97 eV. For the largest force on an atom, the calculation gives 3.6 eV/Å. As for the total charge: 0.

---

(5)
ORCA calculation (ωB97M-V/def2-TZVPD) on a 2-piece molecular cluster, C2H3IOS overall at a distorted geometry.

Structure (XYZ):
```
8
Properties=species:S:1:pos:R:3:forces:R:3
C -3.571368 1.120308 0.020490 1.3 2.6 -0.9
C 0.140845 0.761320 -0.321923 2.0 -2.8 -3.6
O -3.819305 2.222966 0.288498 0.1 -0.4 -0.2
S -1.018524 0.794652 -1.628910 -1.4 -0.4 -1.2
I -4.298244 -0.589007 0.764419 -0.9 -2.2 0.9
H 0.186472 1.706139 -0.042697 1.3 4.2 1.6
H 1.112887 0.279820 -0.746582 -1.5 1.1 1.0
H -0.234199 0.199923 0.430264 -0.9 -2.1 2.5
```
Forces are in eV/Å.

As for the energy relative to the best compared isomer or geometry (same formula, charge and spin): 318.6 kJ/mol. The HOMO-LUMO gap (alpha / beta) is 7.696 / 6.918 eV. The calculation puts the LUMO energy (alpha / beta) at -1.26 / -1.61 eV. For the largest force on an atom, the calculation gives 5.0 eV/Å. As for the total charge: 0.

---

(6)
ORCA calculation (ωB97M-V/def2-TZVPD) on C2H3KNaO2 as an isolated structure at a distorted geometry.

Structure (XYZ):
```
9
Properties=species:S:1:pos:R:3:forces:R:3
H 0.559326 2.306600 1.849970 0.1 0.2 0.2
O -0.415885 -1.241670 -1.947997 0.0 -0.3 0.1
C -0.956110 -0.355794 -1.224664 0.5 0.6 -0.1
C -0.353067 0.175650 -0.041210 -0.9 -1.4 1.2
O 0.637773 -0.412162 0.547139 0.2 0.2 -0.7
K 2.253079 0.826022 2.492842 -0.4 0.1 -0.3
Na 1.196948 -2.223719 -0.730568 -0.4 0.5 -0.1
H -1.934472 0.076925 -1.508331 0.3 -0.1 0.0
H -0.987592 0.848147 0.562818 0.6 0.2 -0.4
```
Forces are in eV/Å.

As for the spin multiplicity: 2. The HOMO-LUMO gap (alpha / beta) is 4.497 / 4.476 eV. The calculation puts the LUMO energy (alpha / beta) at -1.07 / -1.09 eV. For the largest force on an atom, the calculation gives 2.1 eV/Å. As for the total charge: 0.

---

(7)
ORCA calculation (ωB97M-V/def2-TZVPD) on a 2-piece molecular cluster, C2H3N overall at a distorted geometry.

Structure (XYZ):
```
6
Properties=species:S:1:pos:R:3:forces:R:3
C 0.486950 0.662128 -0.415000 0.4 2.4 -3.7
C 0.503885 -0.699402 -0.681193 1.8 -3.7 0.2
N 0.721922 0.454115 -1.653276 -1.1 2.2 3.2
H -1.853883 2.293870 0.348973 0.0 0.0 0.0
H 1.470197 -1.190543 -0.584573 -0.3 -0.6 0.5
H -0.338884 -1.345497 -0.738327 -0.8 -0.2 -0.1
```
Forces are in eV/Å.

As for the energy relative to the best compared isomer or geometry (same formula, charge and spin): 684.0 kJ/mol. The HOMO-LUMO gap (alpha / beta) is 10.622 / 8.934 eV. The calculation puts the LUMO energy (alpha / beta) at 0.49 / -1.84 eV. For the largest force on an atom, the calculation gives 4.4 eV/Å. As for the total charge: 0.

---

(8)
ORCA calculation (ωB97M-V/def2-TZVPD) on a 2-piece molecular cluster, C2H3N overall at a distorted geometry.

Structure (XYZ):
```
6
Properties=species:S:1:pos:R:3:forces:R:3
C -0.281659 0.687984 0.091094 -3.4 0.3 0.4
C 0.099767 -0.692242 0.028829 1.3 -2.6 -0.3
N -1.289423 0.000775 -0.099351 1.2 1.2 0.2
H 0.654602 2.348107 -0.071769 0.9 1.2 -0.3
H 0.532467 -1.087734 -0.880001 0.1 0.0 0.0
H 0.284244 -1.256889 0.931197 0.0 -0.1 0.1
```
Forces are in eV/Å.

As for the energy relative to the best compared isomer or geometry (same formula, charge and spin): 235.4 kJ/mol. As for the spin multiplicity: 3. The HOMO-LUMO gap (alpha / beta) is 9.061 / 9.010 eV. The calculation puts the LUMO energy (alpha / beta) at 1.15 / -2.69 eV. For the largest force on an atom, the calculation gives 3.5 eV/Å. As for the total charge: 0.

---

(9)
ORCA calculation (ωB97M-V/def2-TZVPD) on an isolated ion of composition C2H3N2O and charge +1 at a distorted geometry.

Structure (XYZ):
```
8
Properties=species:S:1:pos:R:3:forces:R:3
N -2.466706 0.992369 -1.073088 -2.2 -0.2 1.1
C -1.953625 0.427908 -0.208653 0.0 -0.2 1.2
C -0.594388 0.018733 0.157327 -0.3 -0.4 2.3
N 0.073357 0.436934 -1.054922 1.2 1.2 -1.0
O -0.547477 0.906235 -1.944418 3.7 -0.7 -0.6
H -0.020044 0.734215 0.895417 -1.4 -1.2 -0.8
H -0.394407 -1.065274 0.552016 -0.3 1.8 -1.1
H 1.116902 0.611661 -0.908030 -0.7 -0.4 -1.2
```
Forces are in eV/Å.

As for the energy relative to the best compared isomer or geometry (same formula, charge and spin): 546.9 kJ/mol. The HOMO-LUMO gap is 8.645 eV. The calculation puts the LUMO energy at -8.61 eV. For the largest force on an atom, the calculation gives 3.8 eV/Å. Its SMILES is N#CC[NH+]=O. As for the total charge: +1.

---

(10)
ORCA calculation (ωB97M-V/def2-TZVPD) on an isolated ion of composition C2H3N2O2 and charge -1 at a distorted geometry.

Structure (XYZ):
```
9
Properties=species:S:1:pos:R:3:forces:R:3
O -1.321871 -1.526276 -1.301500 -0.3 -0.9 -1.2
C -1.023507 -1.112241 -0.201170 0.2 0.2 2.5
O -1.211738 -1.545725 0.969782 0.1 0.2 -0.9
N -0.415766 0.232523 -0.252599 -0.5 0.7 -0.6
C 0.593279 0.755028 0.574370 0.5 -5.6 2.9
N 0.963854 0.284876 -0.718245 0.4 0.8 -1.3
H 0.964464 0.028844 1.462371 -0.8 2.0 -1.9
H 0.498836 1.744496 0.755540 0.0 3.1 0.9
H 0.952449 1.138475 -1.288550 0.4 -0.5 -0.4
```
Forces are in eV/Å.

As for the energy relative to the best compared isomer or geometry (same formula, charge and spin): 63.9 kJ/mol. The HOMO-LUMO gap is 8.253 eV. The calculation puts the LUMO energy at 4.30 eV. For the largest force on an atom, the calculation gives 6.3 eV/Å. Its SMILES is O=C([O-])N1CN1. As for the total charge: -1.

---

(11)
ORCA calculation (ωB97M-V/def2-TZVPD) on C2H3N2O2 as an isolated structure at a distorted geometry.

Structure (XYZ):
```
9
Properties=species:S:1:pos:R:3:forces:R:3
C 2.354670 -0.056789 0.113460 -1.6 -0.4 0.1
C -1.741905 0.128932 -0.124911 0.9 1.2 1.9
N 0.473671 -0.583215 0.281528 1.4 -1.1 1.2
N -0.174557 0.239286 -0.270494 -1.6 2.1 -1.6
O 2.564343 0.066672 -1.049380 0.4 0.1 -1.0
O 2.813501 0.024258 1.212408 0.1 -0.1 0.7
H -2.128069 -0.681852 -0.644022 -0.4 -1.7 -1.6
H -2.309405 1.063620 -0.458112 1.1 -1.0 0.8
H -1.852250 -0.200910 0.939522 -0.4 0.9 -0.5
```
Forces are in eV/Å.

As for the energy relative to the best compared isomer or geometry (same formula, charge and spin): 45.4 kJ/mol. The HOMO-LUMO gap is 6.486 eV. The calculation puts the LUMO energy at 4.33 eV. For the largest force on an atom, the calculation gives 3.1 eV/Å. As for the total charge: -1.

---

(12)
ORCA calculation (ωB97M-V/def2-TZVPD) on an isolated ion of composition C2H3N2O2 and charge -1 at a distorted geometry.

Structure (XYZ):
```
9
Properties=species:S:1:pos:R:3:forces:R:3
O -3.319809 0.910798 -0.161628 -0.1 -0.8 -0.2
C -2.605702 -0.093823 0.016255 0.7 2.4 0.3
O -2.767180 -1.299098 0.077119 -1.0 -1.5 -0.4
N -1.212788 0.229088 0.447801 0.1 -1.0 -0.1
C -0.101715 -0.339376 -0.251590 0.1 0.3 2.4
N -0.306476 1.132835 -0.217410 1.5 0.1 1.7
H -0.237775 -0.841021 -1.208345 0.1 0.0 0.3
H 0.621849 -0.709544 0.554649 -0.5 0.0 -1.9
H 0.302889 1.366748 0.645381 -1.0 0.4 -2.0
```
Forces are in eV/Å.

As for the energy relative to the best compared isomer or geometry (same formula, charge and spin): 62.8 kJ/mol. The HOMO-LUMO gap is 8.358 eV. The calculation puts the LUMO energy at 4.32 eV. For the largest force on an atom, the calculation gives 2.5 eV/Å. Its SMILES is O=C([O-])N1CN1. As for the total charge: -1.